The following is a DFT calculation (ωB97M-V/def2-TZVPD) of a structure of composition C28H28CeN5O5 in a non-equilibrium geometry.

## Properties
Max |F| = 3.753 eV/Å
Total charge = 0
HOMO (alpha / beta) = -7.233 / -7.234 eV
E_tot = -60110.317 eV
<S²> = 0.7507
Gap between HOMO and LUMO (alpha / beta) = 6.51 / 6.50 eV
M = 654.7 g mol⁻¹
Multiplicity = 2
ΔE to the lowest compared entry with this formula, charge and spin = 14.8 kcal/mol

Last column: Löwdin spin population.
Cartesian coordinates (Å):
1 Ce -0.01859 -0.45265 0.08598  1.001
2 C 1.07812 -1.18349 -3.01346  0.000
3 N 0.99554 0.11842 -2.34447  -0.001
4 C 2.31775 0.74529 -2.24158  0.000
5 C 2.41002 1.72209 -1.09347  0.001
6 C 3.13186 2.89817 -1.20765  0.000
7 C 3.26596 3.72380 -0.10038  0.002
8 C 2.66932 3.32753 1.09284  0.000
9 C 1.95892 2.14250 1.11856  0.001
10 N 1.81856 1.34543 0.05303  -0.002
11 C 0.07413 1.00050 -3.06363  0.000
12 C -0.38749 2.16431 -2.23329  0.001
13 C -0.54389 3.42420 -2.79875  0.000
14 C -1.11625 4.43682 -2.04870  0.001
15 C -1.50194 4.15529 -0.74603  0.000
16 C -1.27559 2.88445 -0.24895  0.001
17 N -0.73338 1.89722 -0.96496  -0.001
18 C 1.79227 -2.20736 -2.16455  0.001
19 C 2.36820 -3.34246 -2.72550  0.000
20 C 2.97046 -4.26829 -1.89098  0.001
21 C 2.99581 -4.02355 -0.52677  0.000
22 C 2.41016 -2.86145 -0.05145  0.001
23 N 1.81567 -1.97539 -0.84920  -0.001
24 H 1.56307 -1.10412 -4.00027  0.000
25 H 0.05028 -1.54214 -3.16275  0.000
26 H 2.59028 1.25070 -3.18179  0.000
27 H 3.05750 -0.03992 -2.04682  0.000
28 H 3.59134 3.16190 -2.14855  0.000
29 H 3.83306 4.63838 -0.16307  0.000
30 H 2.76078 3.93236 1.98059  0.000
31 H 1.48780 1.78503 2.02801  0.000
32 H -0.83541 0.42703 -3.28490  0.000
33 H 0.51251 1.35406 -4.01053  0.000
34 H -0.23861 3.59943 -3.81888  0.000
35 H -1.27023 5.41709 -2.47329  0.000
36 H -1.96959 4.90667 -0.12998  0.000
37 H -1.55370 2.63248 0.76891  0.000
38 H 2.33976 -3.49364 -3.79339  0.000
39 H 3.41707 -5.16179 -2.30003  0.000
40 H 3.46227 -4.71899 0.15285  0.000
41 H 2.40687 -2.60492 1.00382  0.000
42 O -6.52988 -1.14023 3.21994  0.000
43 C -6.21707 -1.44685 2.07382  0.000
44 O -6.78718 -2.06379 1.18115  0.000
45 C -4.77276 -0.92506 1.66924  0.001
46 C -4.09051 -0.04308 2.49813  0.000
47 C -2.84212 0.39582 2.11640  0.000
48 N -2.23181 -0.01144 0.99629  -0.002
49 C -2.89864 -0.87540 0.20035  0.001
50 C -4.16742 -1.34149 0.49126  0.000
51 C -2.03159 -1.29689 -0.97658  0.003
52 O -2.11392 -0.71018 -2.06245  0.000
53 O -1.12711 -2.12854 -0.67861  -0.001
54 H -4.55195 0.28261 3.41817  0.000
55 H -2.27753 1.09005 2.73316  0.000
56 H -4.69077 -2.02383 -0.16077  0.000
57 C 0.69692 -2.84759 3.46085  0.000
58 C 0.07770 -1.49600 3.05091  0.000
59 C 0.12429 -0.52685 4.25307  0.000
60 O 0.74323 -0.94136 1.97125  -0.007
61 H 0.20751 -3.23987 4.34861  0.000
62 H 1.75772 -2.71337 3.66640  0.000
63 H 0.58666 -3.56793 2.65299  0.000
64 H -1.00191 -1.69513 2.81234  0.000
65 H 1.15972 -0.40005 4.56304  0.000
66 H -0.46132 -0.89076 5.09265  0.000
67 H -0.26092 0.44626 3.95181  0.000